C11H18N4O3 | ωB97M-V/def2-TZVPD

SMILES: CC(C)[C@H](NC(=O)[C@@H](N)Cc1c[nH]cn1)C(=O)O
ΔE to the lowest compared entry with this formula, charge and spin in kcal/mol: 60.2
Total charge: 0
E_LUMO in eV: 0.5
HOMO-LUMO gap in Ha: 0.3404
HOMO in eV: -8.78

Last column: natural (NBO) charge in e.
Element x y z (Å)
C (0.14, 2.86, 0.13)  -0.63
C (0.83, 1.95, 1.08)  -0.19
C (1.90, 2.77, 2.09)  -0.62
C (1.49, 0.75, 0.32)  -0.16
N (0.57, -0.13, -0.27)  -0.65
C (0.99, -0.92, -1.31)  0.67
O (2.23, -0.89, -1.45)  -0.65
C (-0.02, -1.84, -1.91)  -0.13
N (0.71, -2.66, -2.84)  -0.83
C (-0.90, -2.51, -0.75)  -0.44
C (-2.19, -1.68, -0.41)  0.15
C (-3.52, -2.02, -0.15)  -0.14
N (-4.01, -0.78, 0.41)  -0.49
C (-3.09, 0.14, 0.25)  0.21
N (-2.04, -0.34, -0.38)  -0.53
C (2.40, 0.00, 1.29)  0.81
O (1.93, -0.87, 2.04)  -0.62
O (3.67, 0.42, 1.25)  -0.66
H (0.77, 3.60, -0.36)  0.21
H (-0.80, 3.32, 0.47)  0.21
H (-0.20, 2.31, -0.73)  0.22
H (-0.02, 1.49, 1.65)  0.20
H (2.77, 3.31, 1.60)  0.22
H (2.17, 2.08, 2.89)  0.22
H (1.29, 3.58, 2.52)  0.21
H (2.12, 1.23, -0.40)  0.22
H (-0.49, 0.02, -0.16)  0.44
H (-0.82, -1.26, -2.32)  0.19
H (1.43, -2.09, -3.25)  0.39
H (0.23, -3.16, -3.52)  0.36
H (-0.13, -2.58, 0.12)  0.26
H (-1.20, -3.59, -0.97)  0.23
H (-4.18, -2.82, 0.04)  0.23
H (-4.93, -0.59, 0.57)  0.41
H (-3.15, 1.18, 0.59)  0.21
H (4.06, -0.28, 1.88)  0.50

C4H13N3 | ωB97M-V/def2-TZVPD

ΔE to the lowest compared entry with this formula, charge and spin in kcal/mol: 67.7
Total charge: +2
E_LUMO in eV: -8.0
HOMO-LUMO gap in Ha: 0.4085
HOMO in eV: -19.13

Last column: natural (NBO) charge in e.
Element x y z (Å)
C (-1.73, -0.79, -1.23)  -0.21
C (-0.45, 0.15, -1.12)  -0.49
C (0.76, -0.59, -0.71)  -0.08
N (2.48, 2.04, 0.94)  -0.68
C (2.02, 0.91, 1.42)  0.40
N (1.03, 0.13, 1.01)  -0.62
N (-2.41, -1.05, 0.10)  -0.68
H (-2.42, -0.30, -1.91)  0.26
H (-1.30, -1.74, -1.52)  0.23
H (-0.84, 0.99, -0.55)  0.26
H (-0.44, 0.42, -2.19)  0.28
H (1.78, -0.45, -1.06)  0.26
H (0.59, -1.55, -0.22)  0.21
H (2.68, 2.72, 1.67)  0.45
H (2.15, 2.38, 0.05)  0.42
H (2.43, 0.67, 2.41)  0.23
H (1.23, -0.78, 1.41)  0.39
H (-1.71, -1.32, 0.80)  0.43
H (-2.65, -0.13, 0.50)  0.45
H (-3.20, -1.70, 0.20)  0.48